1.
9 unconnected molecules or ions with the total composition C14H47N13O9, computed with ωB97M-V with the def2-TZVPD basis set.

XYZ file:
```
83
Properties=species:S:1:pos:R:3:lowdin_charge:R:1
C -0.803 1.381 -1.611 -0.116
O -0.256 1.349 -0.316 -0.206
C 0.018 0.003 0.110 -0.178
C 0.639 0.088 1.490 -0.416
C 1.407 -1.182 1.881 -0.032
N -0.391 0.377 2.505 0.053
H -0.625 2.384 -2.003 0.085
H -1.876 1.160 -1.595 0.083
H -0.294 0.710 -2.315 0.074
H -0.961 -0.496 0.079 0.130
H 0.642 -0.481 -0.651 0.111
H 1.330 0.924 1.512 0.086
H 1.558 -1.229 2.955 0.078
H 2.397 -1.117 1.418 0.087
H 0.919 -2.025 1.398 0.052
H -1.083 -0.368 2.408 0.031
H -0.929 1.204 2.237 0.041
N -2.028 -2.227 3.029 0.146
C -1.757 -3.427 2.421 -0.659
N -2.462 -3.699 1.281 0.165
O -0.848 -4.141 2.812 0.023
H -1.366 -1.977 3.743 0.109
H -2.971 -1.882 3.012 0.093
H -2.436 -4.651 0.960 0.110
H -3.263 -3.134 1.061 0.092
N -3.042 2.354 4.624 0.162
C -3.291 2.119 3.304 -0.673
N -4.336 1.265 3.038 0.147
O -2.558 2.517 2.415 0.020
H -2.334 2.988 4.940 0.100
H -3.766 2.131 5.287 0.094
H -4.201 0.720 2.207 0.096
H -4.918 0.931 3.784 0.090
N 1.024 2.615 4.144 0.155
C 2.339 2.912 3.915 -0.680
N 3.012 1.866 3.327 0.161
O 2.819 4.020 4.044 0.027
H 0.423 3.319 4.529 0.092
H 0.634 1.684 4.170 0.064
H 3.987 1.948 3.101 0.109
H 2.663 0.924 3.381 0.078
N 2.391 2.359 -3.091 0.166
C 2.740 1.036 -3.212 -0.676
N 2.726 0.381 -2.016 0.175
O 2.952 0.514 -4.297 0.005
H 2.233 2.747 -2.178 0.063
H 2.449 2.889 -3.940 0.101
H 2.527 0.891 -1.168 0.054
H 3.006 -0.581 -1.962 0.110
N 0.677 -1.642 -3.992 0.177
C 0.224 -2.688 -3.253 -0.664
N -1.112 -2.946 -3.356 0.161
O 0.967 -3.326 -2.514 0.003
H 0.131 -0.934 -4.455 0.063
H 1.677 -1.541 -3.917 0.083
H -1.441 -3.845 -3.059 0.098
H -1.642 -2.421 -4.031 0.070
N 1.737 -4.229 0.020 0.153
C 2.340 -5.205 0.755 -0.680
N 1.695 -5.499 1.932 0.149
O 3.415 -5.714 0.466 0.007
H 0.815 -3.937 0.284 0.068
H 2.037 -4.095 -0.929 0.066
H 0.886 -4.951 2.178 0.035
H 1.971 -6.319 2.433 0.096
C -3.872 0.436 -5.589 -0.078
C -2.549 0.397 -4.802 -0.307
O -1.637 -0.535 -5.365 -0.099
H -3.677 0.971 -6.516 0.072
H -4.573 0.965 -4.939 0.075
H -4.283 -0.544 -5.823 0.072
H -2.739 0.181 -3.751 0.098
H -2.169 1.421 -4.848 0.115
H -0.988 -0.102 -5.926 0.099
C 1.332 4.292 0.332 -0.076
C 2.751 3.770 0.262 -0.267
O 2.700 2.355 0.053 -0.134
H 1.341 5.342 0.642 0.082
H 0.665 3.799 1.043 0.076
H 0.820 4.253 -0.634 0.068
H 3.266 3.938 1.210 0.100
H 3.289 4.234 -0.563 0.113
H 1.905 2.030 0.488 0.025
```

Values from the calculation:
HOMO energy	-8.84	eV
gap between HOMO and LUMO	0.3104	Ha
LUMO level	-0.01456	Ha
electronic energy	-53084.6896	eV
SMILES string	COC[C@H](C)N.NC(N)=O.NC(N)=O.NC(N)=O.NC(N)=O.NC(N)=O.NC(N)=O.CCO.CCO
ΔE to the lowest compared entry with this formula, charge and spin	0.0	kcal/mol

***

2.
A molecular structure, C6H5AsBr2F14O4Pt, computed with ωB97M-V with the def2-TZVPD basis set.

XYZ file:
```
33
Properties=species:S:1:pos:R:3:mulliken_spin:R:1
Pt -4.492 -12.408 -9.048 1.134
As -5.964 -6.479 -9.112 0.000
F -7.293 -6.854 -10.277 0.000
F -6.199 -4.744 -9.500 0.000
F -4.538 -6.179 -8.036 0.000
F -5.617 -8.253 -8.815 0.002
F -4.856 -6.713 -10.482 0.000
F -7.094 -6.508 -7.743 0.000
O -1.314 -13.263 -4.297 -0.005
C -2.074 -12.966 -5.348 -0.090
O -2.053 -11.931 -5.987 0.587
O -2.895 -13.745 -5.830 0.512
H -1.658 -14.133 -4.080 0.001
Br -2.586 -11.494 -12.557 -0.229
Br -8.440 -12.962 -10.214 0.087
C -7.477 -18.399 -14.241 0.000
C -7.135 -18.095 -15.671 0.000
C -6.464 -16.729 -15.912 0.000
F -6.206 -16.404 -17.180 0.000
F -7.112 -15.701 -15.315 0.000
F -6.408 -19.010 -16.172 0.000
F -8.249 -18.107 -16.281 0.000
O -6.289 -18.324 -13.454 0.000
C -6.482 -18.634 -12.056 0.000
C -5.285 -18.088 -11.305 0.000
F -5.153 -16.735 -11.365 0.001
F -5.209 -18.478 -10.041 0.000
F -7.557 -18.127 -11.554 0.000
F -6.554 -19.969 -11.996 0.000
H -8.028 -19.337 -14.174 0.000
H -8.130 -17.574 -13.958 0.000
H -5.451 -16.669 -15.516 0.000
H -4.413 -18.532 -11.786 0.000
```

Values from the calculation:
HOMO energy (spin up / spin down)	-2.61 / -2.68	eV
2S+1	3
gap between HOMO and LUMO (spin up / spin down)	0.1593 / 0.0986	Ha
LUMO level (spin up / spin down)	0.06325 / 0.00004	Ha
electronic energy	-256707.2343	eV
total charge	-2
⟨S²⟩	2.176
ΔE to the lowest compared entry with this formula, charge and spin	142.1	kcal/mol

***

3.
C3H5NOS3 in the gas phase, computed with ωB97M-V with the def2-TZVPD basis set.

XYZ file:
```
13
Properties=species:S:1:pos:R:3:lowdin_charge:R:1
O -1.744 -1.695 0.221 0.035
C -1.517 -0.547 0.000 -0.757
S -2.736 0.620 -0.522 0.834
C -0.129 0.044 0.154 -0.524
C 0.941 -0.843 0.618 -0.569
S 1.951 -1.486 -0.717 0.735
N -0.041 1.254 -0.199 -0.335
S 1.432 2.072 -0.039 0.808
H -3.814 -0.223 -0.425 -0.093
H 0.459 -1.709 1.089 0.077
H 1.563 -0.362 1.415 0.091
H 2.592 -0.290 -0.968 -0.146
H 1.043 3.165 -0.625 -0.156
```

Values from the calculation:
HOMO energy	-9.39	eV
gap between HOMO and LUMO	0.3364	Ha
LUMO level	-0.00858	Ha
electronic energy	-39234.5033	eV
SMILES string	O=C(S)/C(CS)=N/S
ΔE to the lowest compared entry with this formula, charge and spin	17.2	kcal/mol